1.
Here is 5 unconnected molecules or ions with the total composition C23H35N5O6 from the OMol25 dataset. Energies are from ωB97M-V/def2-TZVPD.

Each line ends with the Löwdin charge.
Atoms and positions in Å:
C 1.553 -5.363 -1.826  0.07
C 1.427 -3.983 -2.170  -0.04
C 0.901 -2.413 -2.186  -0.17
N -0.076 -2.097 -3.298  -0.06
C -1.264 -1.454 -2.553  -0.22
O -1.467 -0.153 -2.316  0.01
C -2.179 -2.773 -2.220  0.00
C -3.332 -3.073 -1.095  0.01
C -4.020 -4.581 -1.119  -0.04
C -3.646 -5.771 -2.197  -0.04
C -2.459 -5.461 -3.334  0.03
C -1.788 -3.966 -3.274  0.00
C -0.595 -3.246 -4.138  -0.23
O -0.131 -3.528 -5.381  -0.01
H 1.644 -6.479 -1.412  0.06
H 0.357 -2.099 -1.171  0.10
H 1.836 -1.695 -2.284  0.13
H -3.597 -2.231 -0.310  0.09
H -4.844 -4.858 -0.305  0.09
H -4.136 -6.847 -2.212  0.09
H -2.090 -6.245 -4.125  0.10
C -2.428 -0.687 2.636  -0.05
N -1.142 -1.215 2.230  -0.18
C 0.004 -1.001 3.089  -0.04
C -0.976 -1.914 1.053  -0.29
O 0.079 -2.386 0.650  -0.02
H -2.347 0.399 2.740  0.05
H -2.704 -1.129 3.597  0.10
H -3.200 -0.920 1.898  0.08
H 0.769 -0.452 2.532  0.07
H 0.413 -1.972 3.384  0.10
H -0.281 -0.435 3.980  0.09
H -1.911 -2.018 0.477  0.08
C -1.623 5.253 2.271  -0.06
N -2.163 3.909 2.272  -0.20
C -1.492 2.886 1.496  -0.04
C -3.293 3.575 2.986  -0.32
O -3.801 2.462 3.031  0.00
H -1.615 5.630 1.244  0.08
H -0.601 5.223 2.659  0.09
H -2.225 5.920 2.894  0.09
H -2.191 2.483 0.758  0.10
H -1.182 2.078 2.166  0.08
H -0.616 3.299 0.987  0.08
H -3.722 4.426 3.539  0.13
C 4.806 -2.893 -0.111  -0.06
N 4.442 -2.085 1.034  -0.20
C 5.231 -2.192 2.243  -0.05
C 3.369 -1.220 1.008  -0.31
O 3.006 -0.510 1.937  -0.01
H 4.757 -3.949 0.171  0.09
H 5.827 -2.640 -0.412  0.09
H 4.129 -2.715 -0.951  0.07
H 4.582 -2.511 3.065  0.09
H 5.647 -1.209 2.485  0.09
H 6.042 -2.913 2.113  0.09
H 2.839 -1.218 0.041  0.12
C 1.206 5.191 -2.685  -0.06
N 0.842 5.999 -1.540  -0.21
C 1.631 5.892 -0.330  -0.05
C -0.231 6.864 -1.566  -0.33
O -0.594 7.574 -0.637  0.00
H 1.157 4.135 -2.403  0.09
H 2.227 5.444 -2.986  0.09
H 0.529 5.370 -3.525  0.09
H 0.982 5.573 0.491  0.07
H 2.047 6.875 -0.089  0.10
H 2.442 5.171 -0.460  0.09
H -0.761 6.866 -2.533  0.13

Forces on atoms 1 to 6 (eV/Å):
-1.2 9.6 -1.8
-0.3 -9.1 3.4
1.5 -0.4 0.7
-1.7 0.4 -0.1
-1.5 2.9 0.4
1.5 -8.7 -1.3

Properties
- maximum force (eV/A) = 9.83
- SMILES string = C#CCN1C(=O)c2ccccc2C1=O.CN(C)C=O.CN(C)C=O.CN(C)C=O.CN(C)C=O
- Kohn-Sham gap (eV) = 7.73

***

2.
Here is a molecular structure, C23H36BrO6P2Ru from the OMol25 dataset. Energies are from ωB97M-V/def2-TZVPD.

Each line ends with the Löwdin charge.
Atoms and positions in Å:
Ru 0.115 1.927 0.727  1.34
Br -0.348 4.381 0.375  1.00
C -0.360 4.791 2.252  -0.49
C -0.727 6.065 2.647  -0.04
C -0.682 6.361 4.004  0.04
C -0.268 5.393 4.925  0.09
C 0.100 4.110 4.501  -0.14
C 0.553 3.136 5.414  0.10
C 0.944 1.867 4.964  0.02
C 0.876 1.546 3.623  -0.04
C 0.394 2.470 2.672  -0.18
C 0.041 3.771 3.119  -0.23
H -1.031 6.816 1.930  0.14
H -0.960 7.349 4.345  0.14
H -0.228 5.639 5.979  0.15
H 0.611 3.379 6.468  0.15
H 1.300 1.137 5.679  0.14
H 1.189 0.563 3.302  0.09
C 0.653 -2.628 2.927  -0.03
C -0.337 -2.366 1.820  -0.37
C -1.328 -3.477 1.602  -0.01
O 0.397 -2.220 0.513  -0.16
P 1.254 -1.044 0.021  0.52
O 0.986 0.232 0.901  -0.42
C 0.748 -0.722 -1.662  -0.20
P -0.847 0.106 -1.852  0.45
O -0.725 1.413 -1.071  -0.44
O -1.115 0.299 -3.350  -0.17
C -0.490 1.336 -4.249  -0.38
C -1.487 2.456 -4.399  -0.02
C -0.148 0.625 -5.532  -0.02
O -1.944 -0.767 -1.232  -0.16
C -2.856 -1.806 -1.856  -0.35
C -2.026 -2.831 -2.586  -0.03
C -3.903 -1.113 -2.689  -0.02
O 2.760 -1.255 0.102  -0.14
C 3.676 -2.419 -0.255  -0.33
C 3.654 -3.415 0.872  -0.03
C 3.288 -2.986 -1.596  -0.04
H 0.115 -2.654 3.876  0.11
H 1.419 -1.852 2.989  0.07
H 1.143 -3.591 2.796  0.10
H -0.847 -1.411 1.961  0.13
H -0.814 -4.414 1.389  0.11
H -2.007 -3.245 0.783  0.07
H -1.919 -3.612 2.508  0.11
H 0.711 -1.684 -2.182  0.09
H 1.517 -0.110 -2.142  0.11
H 0.414 1.681 -3.739  0.13
H -2.400 2.094 -4.871  0.10
H -1.058 3.229 -5.036  0.11
H -1.740 2.901 -3.436  0.08
H -1.050 0.238 -6.005  0.10
H 0.548 -0.197 -5.365  0.09
H 0.320 1.331 -6.217  0.11
H -3.305 -2.236 -0.964  0.14
H -1.545 -2.405 -3.469  0.09
H -2.685 -3.629 -2.931  0.11
H -1.280 -3.283 -1.930  0.08
H -3.479 -0.686 -3.597  0.08
H -4.406 -0.334 -2.118  0.10
H -4.650 -1.853 -2.979  0.11
H 4.632 -1.906 -0.308  0.15
H 2.704 -3.947 0.915  0.08
H 3.858 -2.937 1.829  0.10
H 4.440 -4.149 0.692  0.11
H 2.310 -3.473 -1.559  0.09
H 4.016 -3.752 -1.864  0.11
H 3.308 -2.231 -2.381  0.09

Forces on atoms 1 to 6 (eV/Å):
0.1 -0.3 0.1
-0.1 -0.1 0.1
0.0 0.0 0.0
0.0 0.0 0.0
0.0 -0.1 0.1
0.0 0.1 -0.1

Properties
- maximum force (eV/A) = 0.32
- energy above the lowest of the compared OMol25 structures with the same formula, charge and spin (kJ/mol) = 0.0
- spin multiplicity = 5
- charge = +3
- Kohn-Sham gap (spin up / spin down) (eV) = 7.90 / 6.32
- expectation value of S² = 6.04

***

3.
Here is a molecular structure, C23H36LuN2O7P2S3SbTe from the OMol25 dataset. Energies are from ωB97M-V/def2-TZVPD.

Each line ends with the Löwdin charge.
Atoms and positions in Å:
Lu 0.905 -0.206 1.093  1.03
S -0.589 0.668 3.039  -0.07
Sb 1.476 1.731 3.596  0.19
S 2.822 1.469 1.646  -0.16
S 2.491 0.804 5.413  -0.20
O 4.219 -4.228 -3.444  0.10
C 3.082 -3.851 -2.788  -0.46
O 2.031 -4.300 -3.125  0.14
C 3.291 -2.939 -1.637  -0.09
C 4.257 -3.028 -0.660  -0.06
N 3.983 -2.078 0.247  0.03
N 2.900 -1.378 -0.066  0.03
C 2.467 -1.888 -1.199  -0.15
C 1.286 -1.202 -1.817  -0.56
O 1.202 -1.105 -3.018  0.11
O 0.489 -0.693 -0.905  -0.30
H 4.942 -3.687 -3.112  0.10
H 5.063 -3.735 -0.510  0.14
H 4.426 -1.902 1.129  0.16
C 0.042 4.035 0.646  -0.13
C -1.327 3.514 0.188  -0.68
C -2.255 3.509 1.414  -0.11
C -1.862 4.505 -0.848  -0.09
P -0.971 1.742 -0.403  1.12
C -0.101 2.116 -1.995  -0.35
C -0.714 2.327 -3.234  -0.10
C 0.032 2.612 -4.375  -0.08
C 1.414 2.714 -4.298  -0.09
C 2.041 2.529 -3.072  -0.07
C 1.290 2.230 -1.939  -0.12
C -2.599 0.891 -0.876  -0.66
C -3.712 1.793 -1.426  -0.10
C -3.130 0.219 0.406  -0.11
C -2.350 -0.242 -1.887  -0.08
H -0.102 5.012 1.123  0.09
H 0.733 4.165 -0.189  0.08
H 0.515 3.372 1.364  -0.01
H -2.255 4.515 1.859  0.09
H -1.920 2.804 2.173  0.00
H -3.291 3.272 1.158  0.06
H -1.788 5.515 -0.417  0.08
H -2.908 4.338 -1.104  0.06
H -1.274 4.501 -1.769  0.07
H -1.792 2.262 -3.326  0.08
H -0.472 2.749 -5.325  0.10
H 1.998 2.928 -5.187  0.10
H 3.121 2.602 -2.992  0.10
H 1.804 2.081 -0.996  0.05
H -4.039 2.541 -0.710  0.06
H -4.575 1.153 -1.645  0.08
H -3.443 2.304 -2.351  0.06
H -3.443 0.942 1.163  0.07
H -2.387 -0.428 0.867  0.03
H -3.999 -0.402 0.143  0.09
H -1.810 0.066 -2.784  0.07
H -3.332 -0.638 -2.187  0.09
H -1.776 -1.052 -1.440  0.05
C -0.875 -3.713 -0.607  -0.07
C -1.213 -3.353 0.818  -0.26
O -0.261 -2.377 1.353  -0.42
P 0.894 -2.879 2.421  0.03
O 1.640 -1.560 2.564  -0.58
Te 2.019 -4.817 1.761  0.40
O 0.101 -3.262 3.717  -0.31
C -0.109 -2.382 4.857  -0.26
C 0.975 -2.632 5.879  -0.09
H -1.685 -4.324 -1.022  0.09
H 0.054 -4.280 -0.660  0.04
H -0.769 -2.821 -1.225  0.05
H -1.217 -4.224 1.462  0.09
H -2.187 -2.877 0.888  0.11
H -1.087 -2.638 5.244  0.11
H -0.121 -1.349 4.527  0.01
H 1.065 -3.702 6.087  0.08
H 0.734 -2.106 6.810  0.08
H 1.934 -2.253 5.518  0.05

Forces on atoms 1 to 6 (eV/Å):
0.1 0.4 -0.4
0.0 0.4 0.3
0.1 0.2 0.5
-0.3 0.1 0.1
-0.1 0.0 0.0
-0.1 0.1 0.2

Properties
- maximum force (eV/A) = 1.63
- energy above the lowest of the compared OMol25 structures with the same formula, charge and spin (kJ/mol) = 47.2
- spin multiplicity = 2
- charge = -1
- Kohn-Sham gap (spin up / spin down) (eV) = 7.22 / 5.74
- expectation value of S² = 0.76